1.
A molecular structure, C26H58P4PrSe, computed with ωB97M-V/def2-TZVPD.

Calculated values
LUMO level (spin up / spin down) (hartree): -0.40384 / -0.39982
2S+1: 3
Molar mass (g/mol): 714.514
Total charge: +3
Highest occupied orbital energy (spin up / spin down) (Ha): -0.52720 / -0.52729
ΔE to the lowest compared entry with this formula, charge and spin (kcal per mole): 0.0
Strongest force on any atom (eV/Å): 3.90

Structure (XYZ):
```
90
C26H58P4PrSe (ωB97M-V/def2-TZVPD)
Pr 0.0661 -0.7024 -0.8054
P -1.9391 -1.3106 1.4023
P 0.8368 -3.4626 -1.0506
P -2.3624 -1.4329 -2.2911
H -1.4574 4.3506 -0.8298
C -2.3003 3.6942 -1.0710
C -3.0609 3.1373 -0.1134
H -2.8886 3.3353 0.9526
C -1.5662 -0.9839 3.1707
C -2.4366 -3.0746 1.5286
C -3.5410 -0.4291 1.2316
C 1.8905 -3.7471 -2.5244
C 1.9292 -4.1388 0.2592
C -0.3834 -4.8113 -1.2591
C -3.4193 0.0713 -2.4001
C -3.6051 -2.7274 -1.9159
C -2.0805 -1.7949 -4.0696
H -2.5007 3.5167 -2.1371
H -3.9262 2.5159 -0.3614
H -1.4110 0.0932 3.3346
H -0.6509 -1.5153 3.4664
H -2.4030 -1.3302 3.7935
H -1.5338 -3.7011 1.5218
H -3.0811 -3.3726 0.6929
H -2.9668 -3.2300 2.4784
H -3.3703 0.5919 0.8572
H -4.0196 -0.3625 2.2199
H -4.2192 -0.9485 0.5409
H 2.1578 -4.8140 -2.5724
H 2.8017 -3.1385 -2.4358
H 1.3532 -3.4542 -3.4388
H 2.0083 -5.2260 0.1197
H 1.4960 -3.9218 1.2458
H 2.9276 -3.6815 0.1947
H 0.1664 -5.7619 -1.3000
H -0.9420 -4.6652 -2.1940
H -1.0846 -4.8236 -0.4141
H -3.9269 0.0804 -3.3733
H -2.8077 0.9796 -2.3094
H -4.1670 0.0867 -1.5976
H -4.2571 -2.8820 -2.7871
H -4.2222 -2.4464 -1.0548
H -3.0957 -3.6728 -1.6904
H -3.0369 -1.7419 -4.6107
H -1.6492 -2.7985 -4.1887
H -1.3712 -1.0655 -4.4875
C 1.0545 1.5626 -4.4015
C 0.5658 2.8240 -4.0314
C 0.7338 3.9181 -4.8977
C 1.3867 3.7506 -6.1272
C 1.9054 2.4951 -6.4795
C 1.7163 1.3999 -5.6291
Se 0.8506 -0.0366 -3.2475
H 1.1839 0.7223 -1.7730
H 0.0691 2.9532 -3.0734
H 0.3584 4.9071 -4.6101
H 1.4991 4.6012 -6.8080
H 2.4581 2.3774 -7.4136
H 2.0880 0.4161 -5.9155
C 2.9680 -0.1655 1.3291
C 1.9556 -0.4414 2.4423
C 2.5372 -1.3632 3.5349
P 1.1658 1.0347 3.2651
C 0.0970 2.2127 2.3039
C -0.6480 3.1270 3.2971
C 0.8575 3.0046 1.2478
C 2.4435 2.1018 4.0578
C 2.3185 1.8593 5.5754
C 3.8868 1.9544 3.5783
H 3.9505 0.0934 1.7466
H 2.6687 0.6422 0.6430
H 3.1128 -1.0838 0.7335
H 1.0769 -0.9751 2.0199
H 3.5026 -0.9994 3.9184
H 1.8485 -1.4721 4.3874
H 2.7052 -2.3690 3.1199
H -0.6491 1.5593 1.8075
H 0.0370 3.8494 3.7637
H -1.4250 3.6927 2.7649
H -1.1389 2.5492 4.0918
H 1.5033 2.3804 0.6151
H 0.1271 3.4947 0.5867
H 1.4767 3.7889 1.7104
H 2.1265 3.1351 3.8345
H 2.6261 0.8360 5.8360
H 2.9581 2.5593 6.1261
H 1.2847 1.9993 5.9190
H 3.9962 2.1306 2.5015
H 4.4965 2.7140 4.0904
H 4.3143 0.9756 3.8324
```

=====

2.
A molecular structure, C33H45N5O3PPdS, computed with ωB97M-V/def2-TZVPD.

Calculated values
LUMO level (hartree): -0.15985
2S+1: 1
Molar mass (g/mol): 729.216
Total charge: +1
Highest occupied orbital energy (Ha): -0.33718
ΔE to the lowest compared entry with this formula, charge and spin (kcal per mole): 23.8
Strongest force on any atom (eV/Å): 0.68

Structure (XYZ):
```
89
C33H45N5O3PPdS (ωB97M-V/def2-TZVPD)
Pd 1.2003 0.3124 0.9245
N 0.3920 2.3628 4.6007
C 0.7928 1.9025 3.4055
S -0.2215 0.6459 2.6669
N 1.8617 2.4409 2.8803
N 2.1853 1.8814 1.6827
C 3.2217 2.2966 1.0512
C 3.5084 1.6510 -0.2357
C 4.6241 1.9410 -1.0058
C 4.8026 1.2644 -2.2033
C 3.8653 0.3234 -2.5979
C 2.7778 0.0804 -1.7711
N 2.6046 0.7307 -0.6310
H -0.3747 1.9263 5.0780
H 0.9432 3.0597 5.0718
H 3.8490 3.0801 1.4627
H 5.3404 2.6759 -0.6643
H 5.6683 1.4677 -2.8192
H 3.9727 -0.2244 -3.5231
H 2.0098 -0.6473 -1.9983
O -0.5134 3.0419 0.8863
C -1.3376 3.6626 0.1314
C -0.7501 1.7719 -2.7871
O -0.5766 2.4480 -3.7144
O -0.9361 1.1172 -1.8501
C -2.7088 3.1651 0.0572
C -3.2873 2.6930 1.2405
C -4.5715 2.1811 1.2286
C -5.2761 2.1041 0.0350
C -4.6957 2.5448 -1.1482
C -3.4237 3.0845 -1.1406
C -0.8214 4.8467 -0.5160
C -1.6212 5.6343 -1.3545
C -1.0901 6.7527 -1.9668
C 0.2278 7.1167 -1.7246
C 1.0213 6.3633 -0.8631
C 0.5082 5.2340 -0.2646
H -0.7969 2.1635 1.2896
H -2.7423 2.7559 2.1744
H -5.0195 1.8360 2.1500
H -6.2763 1.6928 0.0238
H -5.2336 2.4590 -2.0824
H -2.9691 3.3779 -2.0796
H -2.6628 5.3975 -1.5125
H -1.7092 7.3513 -2.6201
H 0.6348 8.0014 -2.1960
H 2.0392 6.6655 -0.6589
H 1.1196 4.6463 0.4063
C 1.9954 -3.5473 -1.7602
C 0.4769 -3.4991 -1.5295
C -0.1006 -2.6159 -2.6526
C -0.0702 -4.9216 -1.7020
P 0.1484 -2.6627 0.1468
N 0.3384 -1.1247 -0.0566
C 1.2608 -3.4646 1.4395
C 1.3475 -4.9944 1.3643
C 2.6805 -2.8813 1.3417
C 0.7575 -3.1076 2.8467
C -1.6532 -3.0069 0.6300
C -2.5459 -2.6780 -0.5775
C -2.0459 -1.9638 1.6920
C -2.0060 -4.4088 1.1334
H 2.1789 -3.8197 -2.8030
H 2.4890 -4.2951 -1.1451
H 2.4670 -2.5846 -1.5720
H 0.3866 -2.8847 -3.5940
H 0.0682 -1.5607 -2.4412
H -1.1667 -2.7612 -2.7907
H 0.2393 -5.2906 -2.6843
H -1.1570 -4.9602 -1.6749
H 0.3133 -5.6180 -0.9587
H 1.8479 -5.3432 0.4644
H 0.3734 -5.4783 1.4267
H 1.9406 -5.3417 2.2151
H 3.2373 -3.2370 0.4796
H 3.2330 -3.1916 2.2343
H 2.6845 -1.7889 1.3297
H -0.1879 -3.5879 3.0870
H 0.6539 -2.0343 2.9785
H 1.4933 -3.4626 3.5731
H -2.2819 -1.7083 -1.0025
H -3.5830 -2.6296 -0.2332
H -2.5043 -3.4339 -1.3571
H -1.8315 -0.9596 1.3194
H -1.5440 -2.0957 2.6464
H -3.1226 -2.0423 1.8707
H -1.7265 -5.1929 0.4306
H -3.0898 -4.4663 1.2708
H -1.5497 -4.6350 2.0961
```

=====

3.
2 unconnected molecules or ions with the total composition C4H5NO2, computed with ωB97M-V/def2-TZVPD.

Calculated values
LUMO level (hartree): -0.00855
2S+1: 1
Molar mass (g/mol): 99.089
Total charge: 0
Highest occupied orbital energy (Ha): -0.37112
ΔE to the lowest compared entry with this formula, charge and spin (kcal per mole): 37.1
Strongest force on any atom (eV/Å): 1.46

Structure (XYZ):
```
12
C4H5NO2 (ωB97M-V/def2-TZVPD)
C -1.4737 -0.3628 -0.6092
C -0.0060 -0.0549 -0.4560
C 0.3565 1.3858 -0.1353
O 1.4835 1.7636 0.0544
C 1.5274 -0.2390 2.2886
O 2.6134 -0.5593 2.2131
N 0.9568 -0.8764 -0.5623
H -1.7857 -0.2213 -1.6508
H -1.6821 -1.3994 -0.3295
H -2.0915 0.2937 0.0122
H -0.5029 2.0869 -0.0659
H 0.6044 -1.8169 -0.7593
```

=====

4.
2 unconnected molecules or ions with the total composition C5H4, computed with ωB97M-V/def2-TZVPD.

Calculated values
LUMO level (spin up / spin down) (hartree): -0.04582 / -0.08688
2S+1: 1
Molar mass (g/mol): 64.087
Total charge: 0
Highest occupied orbital energy (spin up / spin down) (Ha): -0.38511 / -0.32151
ΔE to the lowest compared entry with this formula, charge and spin (kcal per mole): 128.1
Strongest force on any atom (eV/Å): 4.92

Structure (XYZ):
```
9
C5H4 (ωB97M-V/def2-TZVPD)
C 1.7183 -1.6292 1.7701
C -0.3375 1.9886 -1.5879
C 1.2898 -0.8783 0.9529
C -0.7976 0.9601 -1.0837
C -1.2137 -0.0686 -0.3071
H 2.3354 -2.4796 2.2466
H 0.0085 2.9545 -2.0824
H -1.2080 0.0814 0.7475
H -1.7952 -0.9289 -0.6562
```

=====

5.
11 unconnected molecules or ions with the total composition C33H88O33S11, computed with ωB97M-V/def2-TZVPD.

Calculated values
LUMO level (hartree): 0.00852
2S+1: 1
Molar mass (g/mol): 1365.771
Total charge: 0
Highest occupied orbital energy (Ha): -0.39060
SMILES: CCOS(C)(=O)=O.CCOS(C)(=O)=O.CCOS(C)(=O)=O.CCOS(C)(=O)=O.CCOS(C)(=O)=O.CCOS(C)(=O)=O.CCOS(C)(=O)=O.CCOS(C)(=O)=O.CCOS(C)(=O)=O.CCOS(C)(=O)=O.CCOS(C)(=O)=O
ΔE to the lowest compared entry with this formula, charge and spin (kcal per mole): 30.8
Strongest force on any atom (eV/Å): 5.09

Structure (XYZ):
```
165
C33H88O33S11 (ωB97M-V/def2-TZVPD)
C -1.3583 -0.3428 -7.2020
C -2.4981 -1.1354 -6.5484
O -2.8692 -0.6603 -5.2473
S -4.0507 -1.3738 -4.3990
C -3.3608 -2.9890 -3.7924
O -4.2168 -0.5273 -3.2733
O -5.1556 -1.6750 -5.2871
H -1.2939 -0.6822 -8.2508
H -0.4322 -0.5240 -6.6250
H -1.5889 0.7118 -7.2484
H -3.3842 -1.0530 -7.1844
H -2.3114 -2.2141 -6.5096
H -3.0610 -3.6599 -4.6275
H -4.2243 -3.3611 -3.2003
H -2.5580 -2.8340 -3.1383
C 5.9150 5.7374 -1.0731
C 5.5857 4.4078 -0.4448
O 6.5555 3.3430 -0.7600
S 6.0548 2.2633 -1.7492
C 7.4660 1.3853 -2.1463
O 5.1743 1.4046 -1.0155
O 5.5723 2.8594 -2.9459
H 5.2590 6.5283 -0.7500
H 5.9449 5.7798 -2.1249
H 6.9752 5.9993 -0.7462
H 5.7646 4.4744 0.6294
H 4.5840 4.1064 -0.6204
H 7.8315 0.9144 -1.2207
H 8.1978 1.9672 -2.7423
H 7.0075 0.5460 -2.7115
C 4.8608 7.5194 3.7792
C 4.4742 6.6466 2.5788
O 3.2694 5.9380 2.8182
S 2.8174 4.6174 2.0961
C 1.2693 4.4649 2.8400
O 2.6137 4.9228 0.6764
O 3.7927 3.5882 2.4053
H 5.6567 8.1686 3.5607
H 5.2269 6.9856 4.6332
H 3.9543 8.1131 4.0311
H 4.4539 7.2423 1.6725
H 5.1756 5.8551 2.3602
H 0.6193 3.8217 2.1997
H 0.8636 5.5031 2.8152
H 1.3572 4.0373 3.8084
C -5.0978 -0.9869 -0.3071
C -4.6118 -2.3362 -0.7792
O -4.3669 -3.1669 0.3578
S -5.6494 -3.6457 1.2193
C -5.4241 -2.6179 2.7375
O -6.9243 -3.3095 0.5913
O -5.3699 -4.9910 1.5536
H -5.2888 -0.4174 -1.2468
H -4.3240 -0.3986 0.1608
H -6.0236 -1.0215 0.2014
H -5.3041 -2.7677 -1.4610
H -3.6099 -2.1619 -1.2157
H -4.8867 -1.6526 2.5425
H -4.9178 -3.2395 3.4525
H -6.4074 -2.3936 3.0807
C -3.7278 3.0182 -3.6050
C -2.8331 2.4909 -2.5750
O -2.7538 3.4029 -1.4128
S -1.4403 3.8824 -0.7525
C -1.1031 5.2866 -1.7233
O -1.7220 4.1317 0.6501
O -0.3527 2.9118 -0.9517
H -3.7876 2.2661 -4.3824
H -3.2791 3.9027 -4.1198
H -4.7486 3.2584 -3.2020
H -3.1210 1.5575 -2.0803
H -1.8570 2.2809 -3.0602
H -1.6908 6.1513 -1.4144
H -1.3288 5.0919 -2.7658
H -0.0311 5.5479 -1.6261
C 1.4645 1.0267 -3.0509
C 1.3476 2.1027 -4.0819
O 0.1040 1.8166 -4.7860
S -0.6105 3.0241 -5.5547
C 0.4835 3.4655 -6.8694
O -1.8328 2.5273 -6.0590
O -0.6192 4.1197 -4.6494
H 0.5531 0.8885 -2.4152
H 2.2821 1.2774 -2.4007
H 1.7726 0.0953 -3.4761
H 1.3131 3.1562 -3.7102
H 2.2145 2.0343 -4.7201
H 0.5541 2.6274 -7.5729
H 1.5070 3.7443 -6.5520
H 0.0052 4.2497 -7.4484
C -3.3599 0.6845 7.5650
C -2.6714 0.0443 6.3638
O -3.5370 0.2596 5.2007
S -2.8653 0.5241 3.8094
C -2.0124 2.0212 3.9988
O -1.9769 -0.5690 3.4934
O -3.9371 0.6733 2.8946
H -3.5371 1.7359 7.4848
H -2.8477 0.3404 8.4634
H -4.3388 0.3452 7.6665
H -1.7497 0.5685 6.1505
H -2.5403 -1.0178 6.5045
H -1.3718 2.0264 3.1301
H -1.4422 2.0753 4.8910
H -2.7503 2.8092 3.9994
C -0.5717 -9.0792 -0.3075
C 0.0570 -7.9906 -1.1570
O -0.9497 -7.2404 -1.8542
S -1.5404 -5.9492 -1.2343
C -3.0761 -6.2841 -0.4965
O -0.5088 -5.5541 -0.3154
O -1.8440 -5.0986 -2.3597
H 0.2484 -9.6379 0.1435
H -1.2984 -9.7073 -0.8285
H -1.0979 -8.6526 0.5073
H 0.6655 -7.3474 -0.5539
H 0.6190 -8.3670 -1.9967
H -3.3907 -5.2903 -0.1789
H -2.9823 -6.9556 0.3868
H -3.7076 -6.7502 -1.2891
C 0.5733 -3.1339 5.6692
C 0.5906 -1.6202 5.8042
O 1.5259 -1.1446 6.8137
S 1.9006 0.4254 6.8295
C 3.4414 0.4076 5.9936
O 0.8310 1.0833 6.1467
O 2.2144 0.8666 8.1404
H 0.0965 -3.6637 6.4793
H 1.5704 -3.5941 5.5152
H -0.0292 -3.3543 4.8011
H 0.7768 -1.0881 4.8785
H -0.4174 -1.3107 6.1074
H 4.2286 -0.3346 6.2954
H 3.8178 1.4080 6.1155
H 3.1951 0.3381 4.9746
C 1.8223 -4.0603 1.6636
C 1.7299 -3.4346 0.2762
O 2.2120 -4.4726 -0.6497
S 2.7104 -4.0207 -2.1143
C 1.3202 -4.4635 -3.1818
O 2.8260 -2.5802 -2.1026
O 3.8322 -4.7751 -2.5298
H 1.4698 -3.3014 2.3708
H 2.8291 -4.2773 1.9856
H 1.1767 -4.9095 1.6534
H 0.6990 -3.2194 -0.0385
H 2.3419 -2.5240 0.1606
H 1.4374 -3.9887 -4.1529
H 0.3501 -4.1839 -2.6814
H 1.3197 -5.5611 -3.3794
C -1.2298 -1.0856 -0.7090
C -0.7461 -0.1165 0.3678
O 0.4019 -0.6937 1.1113
S 1.3635 0.2932 1.9698
C 2.6173 0.6229 0.7427
O 0.7108 1.5629 2.2059
O 1.8559 -0.5227 2.9816
H -1.5965 -2.0084 -0.2337
H -0.4188 -1.3391 -1.3881
H -2.0820 -0.6612 -1.3620
H -0.5119 0.8024 -0.1346
H -1.5446 -0.0362 1.0943
H 3.4291 1.1278 1.3014
H 2.1806 1.1847 -0.0446
H 3.0090 -0.3103 0.3316
```

=====

6.
2 unconnected molecules or ions with the total composition C2H4N4S, computed with ωB97M-V/def2-TZVPD.

Calculated values
LUMO level (hartree): -0.01931
2S+1: 1
Molar mass (g/mol): 116.149
Total charge: 0
Highest occupied orbital energy (Ha): -0.33333
SMILES: c1nnn[nH]1.C=S
ΔE to the lowest compared entry with this formula, charge and spin (kcal per mole): 69.2
Strongest force on any atom (eV/Å): 4.21

Structure (XYZ):
```
11
C2H4N4S (ωB97M-V/def2-TZVPD)
C -0.4017 1.4844 0.7713
N 0.1390 1.1532 1.9461
N -0.8328 0.6318 2.7410
N -1.9374 0.6468 2.0994
N -1.7117 1.1574 0.9256
H 0.0037 1.8569 -0.1441
H -2.4443 1.1853 0.2922
C 1.8333 -2.1054 -2.2599
S 0.9102 -1.5969 -1.0786
H 1.6786 -2.9518 -2.8166
H 2.7630 -1.4618 -2.4765
```

=====

7.
A molecular structure, C39H39N6S3SiSr, computed with ωB97M-V/def2-TZVPD.

Calculated values
LUMO level (hartree): -0.13634
2S+1: 1
Molar mass (g/mol): 803.690
Total charge: +1
Highest occupied orbital energy (Ha): -0.31749
Strongest force on any atom (eV/Å): 1.95

Structure (XYZ):
```
89
C39H39N6S3SiSr (ωB97M-V/def2-TZVPD)
Sr -0.3070 -1.7598 -0.4431
C 3.5317 -6.9397 -1.4524
C 2.3195 -6.3175 -2.0367
N 1.6732 -6.8143 -3.0700
N 0.7002 -5.8959 -3.3105
C 0.7548 -4.8261 -2.5172
S -0.3578 -3.5344 -2.6043
N 1.7719 -5.0929 -1.6611
N 2.1001 -4.2547 -0.5893
H 3.8084 -7.7526 -2.1489
H 3.3720 -7.3515 -0.4496
H 4.3711 -6.2171 -1.3826
H -0.0059 -6.0903 -3.9987
H 2.8839 -3.6676 -0.9067
H 2.4768 -4.8195 0.1810
S -2.7039 -0.7268 -2.0548
C -3.0002 0.8949 -1.5073
N -3.8264 1.7069 -2.1961
C -4.0874 3.0803 -1.7071
C -2.7349 3.6864 -1.3627
N -2.1416 2.9008 -0.2726
C -1.1360 3.5740 0.5544
C -1.7068 4.6806 1.4210
C -1.3223 6.0142 1.2228
C -2.0204 7.0429 1.8551
C -3.1293 6.7446 2.6435
C -3.4560 5.4093 2.9151
C -2.7287 4.3839 2.3295
C -2.3076 1.5370 -0.2503
S -1.8597 0.6456 1.1473
C -4.6857 1.2351 -3.3144
C -4.3369 1.9369 -4.5899
C -3.0326 1.8202 -5.0868
C -2.6004 2.6261 -6.1303
C -3.4435 3.5957 -6.6709
C -4.7735 3.6348 -6.2808
C -5.2381 2.7990 -5.2690
H -4.7556 3.0289 -0.8238
H -4.5672 3.6928 -2.4990
H -2.8803 4.7035 -1.0260
H -2.0464 3.6343 -2.2366
H -0.4055 4.0635 -0.0903
H -0.6235 2.8036 1.1507
H -0.5116 6.2915 0.5349
H -1.6633 8.0596 1.7915
H -3.7327 7.5428 3.0137
H -4.2732 5.2005 3.5918
H -2.9867 3.3435 2.5322
H -5.7492 1.4026 -3.0354
H -4.5309 0.1462 -3.3976
H -2.3231 1.1439 -4.5859
H -1.5957 2.5515 -6.5137
H -3.0595 4.2982 -7.3998
H -5.4224 4.3199 -6.7742
H -6.2647 2.8565 -4.9846
C 6.0943 -0.8721 -0.1924
C 5.0445 0.0393 -0.2766
C 3.8249 -0.2497 0.3347
C 3.6193 -1.4667 1.0144
C 4.6775 -2.4067 1.0427
C 5.8840 -2.1002 0.4285
Si 1.9024 -1.7440 1.7627
C 2.0062 -3.3344 2.8075
C 2.9246 -3.4520 3.8686
C 3.0539 -4.6727 4.5264
C 2.2221 -5.7576 4.2113
C 1.3072 -5.6183 3.1757
C 1.2000 -4.4171 2.4852
C 1.5962 -0.3478 3.0284
C 2.5732 0.5793 3.4258
C 2.2288 1.6574 4.2262
C 0.9317 1.7451 4.7322
C 0.0007 0.7474 4.4578
C 0.3434 -0.3142 3.6405
H 7.0932 -0.6352 -0.5516
H 5.2054 0.9832 -0.7577
H 3.0074 0.4862 0.3286
H 4.5464 -3.3502 1.5716
H 6.7221 -2.7926 0.5118
H 3.5109 -2.5957 4.1480
H 3.8099 -4.7933 5.2733
H 2.2939 -6.6668 4.7788
H 0.6384 -6.4135 2.9002
H 0.4627 -4.3145 1.6537
H 3.5917 0.4477 3.0990
H 2.9918 2.3875 4.4814
H 0.6314 2.6012 5.3002
H -0.9826 0.7777 4.8962
H -0.3868 -1.1089 3.4132
```